No. 1
# C28H50N2O18

8 unconnected molecules or ions with the total composition C28H50N2O18 (the ωB97M-V functional and the def2-TZVPD basis, OMol25).

Computed properties:
2S+1: 1
E_HOMO: -0.3619 hartree
LUMO energy: 0.245 eV
Strongest force on any atom: 8.53 eV Å⁻¹
SMILES string: C[C@H]1COC(=O)O1.C[C@H]1COC(=O)O1.COC(=O)OC.COC(=O)OC.COC(=O)OC.COC(=O)OC.CCCC#N.CCCC#N
Orbital gap: 10.092 eV
Energy above the lowest of the compared OMol25 structures with the same formula, charge and spin: 0.0 kJ/mol

Positions of all 98 atoms, in Å:
O (1.610, 2.527, -4.648)
O (1.577, -1.990, 0.220)
O (-2.067, -8.240, 0.541)
O (-3.629, 0.926, 0.185)
O (2.762, 4.622, 1.549)
O (-1.268, 1.283, 0.025)
O (1.653, -0.998, -1.702)
O (1.824, -3.176, -1.659)
O (-2.560, -0.181, -1.428)
O (0.272, 0.329, 6.091)
O (1.191, 6.142, 2.491)
O (0.296, 2.649, 5.967)
O (-3.190, -6.127, 0.252)
O (0.547, 4.995, 0.706)
O (-0.966, -6.712, -0.611)
O (0.713, 1.518, 4.120)
O (2.343, 4.647, -4.263)
O (2.923, 2.825, -2.694)
N (-2.888, 0.934, 4.487)
N (-0.092, -5.873, -4.968)
C (2.192, 6.689, 3.393)
C (-2.298, 0.155, 3.901)
C (1.670, -2.126, -1.088)
C (0.432, -2.387, -4.396)
C (1.824, 0.067, -0.820)
C (-3.751, 1.767, 1.315)
C (1.284, -3.597, -4.756)
C (1.543, 5.285, 1.562)
C (0.660, 2.905, 3.720)
C (1.381, -0.640, 0.516)
C (-0.406, -1.986, -5.561)
C (2.087, -0.079, 1.737)
C (-2.418, -1.786, 2.412)
C (1.477, 1.161, -4.328)
C (-2.466, 0.690, -0.412)
C (2.355, 3.350, -3.887)
C (-0.590, -5.443, -1.050)
C (0.488, -4.836, -4.898)
C (0.670, 3.929, -0.263)
C (0.423, 1.423, 5.473)
C (2.951, 5.572, -3.397)
C (-1.464, -0.751, 3.144)
C (-3.121, -8.774, 1.356)
C (-2.076, -6.988, -0.003)
C (-1.533, -2.888, 1.686)
C (-0.726, 3.121, 3.068)
C (0.810, 3.614, 5.010)
C (-1.471, -0.714, -2.131)
H (2.285, 6.143, 4.342)
H (-3.604, -7.988, 1.902)
H (3.104, 5.193, -2.298)
H (3.140, -0.382, 1.578)
H (-1.101, -2.758, -5.956)
H (0.063, -1.624, -6.468)
H (1.061, 1.135, -3.406)
H (0.171, -5.659, -1.831)
H (1.845, 0.964, 1.916)
H (-2.738, -9.436, 2.088)
H (-3.954, -9.196, 0.807)
H (1.477, 3.974, -1.015)
H (-0.949, -0.140, 2.370)
H (1.813, -0.536, 2.652)
H (-2.814, 1.996, 1.816)
H (-0.726, -1.339, 3.699)
H (-1.755, -1.088, -3.077)
H (-0.158, -2.568, -3.476)
H (-0.810, -3.366, 2.317)
H (-0.699, 0.009, -2.372)
H (-4.243, 2.737, 1.086)
H (0.314, -0.559, 0.699)
H (-2.989, -1.247, 1.743)
H (0.930, 3.030, 0.258)
H (-0.767, 2.643, 2.096)
H (-1.014, -2.452, 0.860)
H (0.259, 4.563, 5.044)
H (2.419, 0.575, -4.325)
H (1.802, 3.914, 5.327)
H (1.052, -1.563, -4.127)
H (-2.192, -3.685, 1.288)
H (-0.942, 4.162, 2.846)
H (1.838, 7.654, 3.679)
H (1.933, -3.379, -5.628)
H (3.918, 5.787, -3.815)
H (1.962, -3.882, -3.946)
H (-1.098, -1.588, -1.606)
H (0.899, 0.750, -5.191)
H (2.402, 6.457, -3.537)
H (-0.330, 3.782, -0.592)
H (3.141, 6.885, 2.858)
H (-0.210, -4.873, -0.254)
H (-1.468, 2.686, 3.740)
H (2.916, 0.337, -0.726)
H (-4.415, 1.271, 2.066)
H (-1.453, -4.939, -1.500)
H (1.213, 0.882, -1.062)
H (-3.075, -2.106, 3.160)
H (1.626, 3.141, 3.227)
H (-1.059, -1.148, -5.224)

No. 2
# C21H42O5P

2 unconnected molecules or ions with the total composition C21H42O5P (the ωB97M-V functional and the def2-TZVPD basis, OMol25).

Computed properties:
2S+1: 1
E_HOMO: -0.4510 hartree
LUMO energy: -2.371 eV
Strongest force on any atom: 0.89 eV Å⁻¹
Charge: +1
Orbital gap: 9.900 eV
Energy above the lowest of the compared OMol25 structures with the same formula, charge and spin: 0.0 kJ/mol

Positions of all 69 atoms, in Å:
P (-2.987, 2.248, -1.003)
O (0.018, 1.372, 3.046)
O (-1.418, -1.898, 0.399)
O (3.311, -1.320, -3.203)
O (-0.765, 3.432, 3.316)
O (2.937, -3.180, -2.038)
C (0.627, 0.797, 5.243)
C (-4.574, -0.003, -0.734)
C (0.950, 2.657, 0.234)
C (0.000, -1.840, 0.344)
C (4.299, 0.651, -0.098)
C (-3.506, -2.820, -0.322)
C (-1.208, 2.478, -1.114)
C (4.495, -0.111, -1.414)
C (-0.382, 2.412, 3.816)
C (-0.275, 2.031, 5.276)
C (-3.656, 0.736, -1.724)
C (0.328, 0.223, 3.861)
C (3.584, -2.615, -2.867)
C (3.354, 1.869, -0.179)
C (2.053, 1.645, 0.602)
C (3.171, -0.432, -2.087)
C (-0.491, 2.106, 0.199)
C (4.696, -3.223, -3.659)
C (-5.252, -1.213, -1.382)
C (-1.995, -2.774, -0.558)
C (-4.380, -2.468, -1.540)
H (0.115, 2.864, 5.853)
H (5.126, 0.463, -2.102)
H (-3.608, 3.333, -1.621)
H (2.276, 1.777, 1.664)
H (0.959, 3.473, 0.961)
H (-3.761, -2.372, -2.439)
H (5.419, -2.469, -3.964)
H (-5.356, 0.688, -0.400)
H (-3.770, -3.827, 0.009)
H (-1.553, -3.774, -0.465)
H (-5.581, -0.903, -2.381)
H (3.913, -0.049, 0.652)
H (5.032, -1.042, -1.201)
H (0.416, -2.538, -0.388)
H (1.672, 1.105, 5.295)
H (-0.862, 1.851, -1.943)
H (-3.720, -2.166, 0.525)
H (-1.761, -2.416, -1.574)
H (-6.164, -1.449, -0.829)
H (5.174, -3.995, -3.058)
H (2.466, -0.873, -1.375)
H (-4.232, 1.042, -2.602)
H (1.694, 0.623, 0.448)
H (5.278, 0.971, 0.265)
H (-0.540, -0.439, 3.859)
H (3.119, 2.115, -1.220)
H (-5.057, -3.300, -1.745)
H (0.410, -2.084, 1.328)
H (1.188, 3.105, -0.739)
H (-4.002, -0.275, 0.157)
H (-1.041, 2.531, 1.040)
H (4.281, -3.686, -4.559)
H (2.715, 0.468, -2.502)
H (1.169, -0.293, 3.406)
H (-0.500, 1.019, 0.325)
H (-3.368, 2.308, 0.337)
H (3.863, 2.747, 0.227)
H (0.318, -0.829, 0.070)
H (-1.020, 3.525, -1.364)
H (0.444, 0.085, 6.044)
H (-1.281, 1.801, 5.634)
H (-2.804, 0.129, -2.045)

No. 3
# C6H9F3N4

2 unconnected molecules or ions with the total composition C6H9F3N4 (the ωB97M-V functional and the def2-TZVPD basis, OMol25).

Computed properties:
2S+1: 1
E_HOMO: -0.3253 hartree
LUMO energy: 0.967 eV
Strongest force on any atom: 1.07 eV Å⁻¹
Orbital gap: 9.820 eV
Energy above the lowest of the compared OMol25 structures with the same formula, charge and spin: 0.0 kJ/mol

Positions of all 22 atoms, in Å:
F (-3.105, -1.067, 0.948)
F (-1.234, -1.891, 0.283)
F (-1.254, -0.183, 1.590)
N (2.866, -1.112, 0.264)
N (2.066, -0.046, 0.515)
N (1.234, -0.973, -1.172)
N (-1.715, -0.340, -1.784)
C (2.334, -1.672, -0.771)
C (1.045, 0.092, -0.340)
C (-1.933, 0.192, -0.668)
C (-2.324, 1.589, -0.332)
C (-1.864, -0.746, 0.534)
C (2.355, 0.799, 1.633)
H (2.318, 0.222, 2.558)
H (-2.355, 2.204, -1.228)
H (-1.607, 2.005, 0.375)
H (-3.306, 1.587, 0.144)
H (2.709, -2.551, -1.251)
H (0.600, -1.221, -1.914)
H (-1.787, 0.289, -2.582)
H (3.350, 1.234, 1.529)
H (1.607, 1.589, 1.669)